No. 1
{
  "formula": "C3H4FN3O",
  "method": "the ωB97M-V functional and the def2-TZVPD basis",
  "total_energy_ev": -12405.303,
  "lumo_energy_ev": -0.4140,
  "homo_lumo_gap_ev": 7.78,
  "e_homo_ev": -8.2,
  "mol_weight_g_mol": 117.1,
  "species": ["C", "C", "C", "H", "H", "H", "H", "N", "N", "N", "O", "F"],
  "coordinates": [[-0.767, 0.285, -0.082], [0.071, -0.055, -1.248], [1.140, -0.458, -0.567], [-2.510, 1.168, -0.969], [-2.293, 1.285, 0.721], [-0.098, -0.094, -2.402], [1.167, -0.844, 2.538], [-2.055, 0.774, -0.075], [1.122, -0.438, 0.671], [-0.090, 0.199, 1.118], [2.089, -0.715, 1.466], [2.225, -1.106, -1.173]],
  "nbo_charge": [0.36, -0.49, 0.55, 0.40, 0.39, 0.26, 0.48, -0.81, 0.04, -0.41, -0.45, -0.32]
}


No. 2
{
  "formula": "C3H4FN3S",
  "method": "the ωB97M-V functional and the def2-TZVPD basis",
  "total_energy_ev": -21194.072,
  "lumo_energy_ev": -0.9097,
  "homo_lumo_gap_ev": 9.11,
  "e_homo_ev": -10.0,
  "mol_weight_g_mol": 133.2,
  "species": ["C", "C", "C", "H", "H", "H", "H", "N", "N", "N", "F", "S"],
  "coordinates": [[1.534, 1.490, -0.674], [-0.345, 0.665, -0.462], [-1.856, 0.289, -0.185], [-0.158, -0.584, 2.665], [2.464, 2.296, -0.602], [-1.849, -0.127, 0.878], [-2.554, 1.326, -0.328], [0.651, -0.113, 0.188], [1.890, 0.455, 0.178], [0.287, 1.615, -1.112], [-2.446, -0.798, -1.232], [0.520, -1.505, 1.351]],
  "nbo_charge": [0.13, 0.29, -0.01, 0.15, 0.21, 0.22, 0.24, -0.32, -0.25, -0.45, -0.40, 0.19]
}


No. 3
{
  "formula": "C3H4FNO",
  "method": "the ωB97M-V functional and the def2-TZVPD basis",
  "total_energy_ev": -9428.402,
  "lumo_energy_ev": 0.6098,
  "homo_lumo_gap_ev": 10.84,
  "e_homo_ev": -10.2,
  "mol_weight_g_mol": 89.1,
  "species": ["C", "C", "C", "H", "H", "H", "H", "N", "O", "F"],
  "coordinates": [[-0.560, -0.383, 0.378], [-0.675, 1.141, 0.164], [0.812, -0.175, 0.028], [-0.664, -0.569, 1.377], [-0.927, 2.061, 0.915], [-1.554, 1.375, -0.472], [1.554, 1.823, -0.128], [0.700, 1.114, -0.358], [1.749, -0.984, 0.018], [-1.641, -0.902, -0.307]],
  "nbo_charge": [0.09, -0.24, 0.60, 0.19, 0.20, 0.21, 0.42, -0.59, -0.55, -0.32]
}


No. 4
{
  "formula": "C3H4FNO2S",
  "method": "the ωB97M-V functional and the def2-TZVPD basis",
  "total_energy_ev": -22311.483,
  "lumo_energy_ev": 0.0467,
  "homo_lumo_gap_ev": 12.73,
  "e_homo_ev": -12.7,
  "mol_weight_g_mol": 137.1,
  "smiles": "C[C@@H](C#N)S(=O)(=O)F",
  "species": ["C", "C", "C", "N", "O", "O", "F", "S", "H", "H", "H", "H"],
  "coordinates": [[-1.222, 2.237, 0.164], [0.249, -0.062, -0.244], [-0.903, 0.444, 0.546], [-1.395, 3.327, -0.096], [-2.469, -0.149, -1.512], [-3.554, 0.216, 0.676], [-2.151, -1.766, 0.306], [-2.440, -0.190, -0.098], [0.086, 0.145, -1.304], [1.196, 0.380, 0.075], [0.305, -1.144, -0.110], [-0.877, 0.400, 1.624]],
  "nbo_charge": [0.23, -0.66, -0.40, -0.33, -0.87, -0.86, -0.51, 2.38, 0.26, 0.25, 0.25, 0.27]
}


No. 5
{
  "formula": "C3H4FNS",
  "method": "the ωB97M-V functional and the def2-TZVPD basis",
  "total_energy_ev": -18217.901,
  "lumo_energy_ev": 0.0039,
  "homo_lumo_gap_ev": 8.44,
  "e_homo_ev": -8.4,
  "mol_weight_g_mol": 105.1,
  "smiles": "NC(=S)/C=C\\F",
  "species": ["C", "C", "C", "H", "H", "H", "H", "N", "F", "S"],
  "coordinates": [[0.532, 0.690, -0.379], [-0.867, 0.511, 0.065], [-1.338, -0.601, 0.553], [1.202, -1.158, 0.270], [2.444, -0.116, -0.424], [-1.489, 1.389, -0.106], [-2.336, -0.759, 0.793], [1.450, -0.294, -0.238], [-0.561, -1.712, 0.681], [0.964, 2.052, -1.214]],
  "nbo_charge": [0.08, -0.35, 0.27, 0.41, 0.42, 0.26, 0.18, -0.77, -0.34, -0.16]
}


No. 6
{
  "formula": "C3H4FNS",
  "method": "the ωB97M-V functional and the def2-TZVPD basis",
  "total_energy_ev": -18217.522,
  "lumo_energy_ev": -0.6687,
  "homo_lumo_gap_ev": 7.74,
  "e_homo_ev": -8.4,
  "mol_weight_g_mol": 105.1,
  "smiles": "N/C=C(/F)C=S",
  "species": ["C", "C", "C", "H", "H", "H", "H", "N", "F", "S"],
  "coordinates": [[1.316, 0.786, -0.037], [0.760, -0.483, 0.007], [-0.565, -0.930, 0.102], [-0.295, 1.872, 0.305], [1.259, 2.764, 0.344], [2.389, 0.868, -0.149], [-0.686, -1.990, 0.192], [0.680, 1.978, -0.039], [1.612, -1.543, -0.022], [-1.938, 0.018, -0.041]],
  "nbo_charge": [0.07, 0.18, -0.29, 0.42, 0.40, 0.21, 0.22, -0.76, -0.34, -0.11]
}


No. 7
{
  "formula": "C3H4FNS2",
  "method": "the ωB97M-V functional and the def2-TZVPD basis",
  "total_energy_ev": -29051.911,
  "lumo_energy_ev": 0.4709,
  "homo_lumo_gap_ev": 9.09,
  "e_homo_ev": -8.6,
  "mol_weight_g_mol": 137.2,
  "smiles": "F/C=C\\N(S)C=S",
  "species": ["C", "C", "C", "H", "H", "H", "H", "N", "F", "S", "S"],
  "coordinates": [[-1.120, 1.019, 0.274], [0.619, -0.634, 0.444], [0.141, -1.786, 0.025], [1.754, 2.164, -0.863], [-1.521, 1.812, -0.429], [1.455, -0.572, 1.137], [0.483, -2.773, 0.394], [0.158, 0.634, -0.078], [-0.798, -1.734, -0.924], [0.886, 1.303, -1.460], [-2.057, 0.568, 1.480]],
  "nbo_charge": [-0.11, -0.12, 0.25, 0.11, 0.20, 0.22, 0.19, -0.60, -0.32, 0.22, -0.03]
}


No. 8
{
  "formula": "C3H4FO2",
  "method": "the ωB97M-V functional and the def2-TZVPD basis",
  "total_charge": 1,
  "total_energy_ev": -9977.574,
  "lumo_energy_ev": -6.2896,
  "homo_lumo_gap_ev": 9.24,
  "e_homo_ev": -15.5,
  "mol_weight_g_mol": 91.1,
  "species": ["C", "C", "C", "O", "O", "F", "H", "H", "H", "H"],
  "coordinates": [[-0.767, -0.052, 1.128], [1.545, -1.113, -0.498], [2.514, -0.259, 0.004], [0.996, -2.060, -0.706], [-0.398, -0.075, -0.043], [2.089, 1.042, 0.212], [-1.595, 0.609, 1.482], [-0.204, -0.575, 1.923], [2.774, -0.658, 1.039], [3.291, -0.294, -0.829]],
  "nbo_charge": [0.32, 0.92, -0.15, -0.20, -0.53, -0.27, 0.18, 0.13, 0.31, 0.30]
}


No. 9
{
  "formula": "C3H4FeLiO3",
  "method": "the ωB97M-V functional and the def2-TZVPD basis",
  "total_charge": 2,
  "total_energy_ev": -43889.479,
  "lumo_energy_ev": [-9.4419, -13.1033],
  "homo_lumo_gap_ev": [10.51, 5.36],
  "spin_multiplicity": 6,
  "s_squared": 8.786,
  "e_homo_ev": [-20.0, -18.5],
  "mol_weight_g_mol": 150.8,
  "species": ["C", "C", "H", "H", "H", "O", "C", "O", "O", "Li", "Fe", "H"],
  "coordinates": [[2.024, -0.277, -0.500], [2.026, 0.060, 0.807], [1.809, 0.458, -1.281], [1.918, 1.152, 0.943], [2.312, -0.668, 1.572], [-1.819, 0.703, -0.115], [-2.505, -0.367, -0.183], [-1.985, -1.479, 0.040], [-3.756, -0.294, -0.488], [-2.030, 2.555, -0.378], [-0.242, -0.546, 0.405], [2.248, -1.298, -0.821]],
  "lowdin_spin": [0.00, 0.02, 0.00, 0.00, 0.00, 0.18, -0.02, 0.34, 0.51, 0.00, 3.95, 0.00]
}


No. 10
{
  "formula": "C3H4GaO3",
  "method": "the ωB97M-V functional and the def2-TZVPD basis",
  "total_charge": 1,
  "total_energy_ev": -61679.063,
  "lumo_energy_ev": [-6.2872, -6.8480],
  "homo_lumo_gap_ev": [7.98, 6.07],
  "e_homo_ev": [-14.3, -12.9],
  "mol_weight_g_mol": 157.8,
  "species": ["O", "C", "O", "Ga", "O", "C", "H", "C", "H", "H", "H"],
  "coordinates": [[0.132, -1.070, -1.180], [-0.813, -0.808, -0.319], [-1.294, -1.772, 0.433], [-1.581, -0.932, 1.963], [-0.883, 0.622, 1.622], [-0.651, 0.516, 0.269], [-1.027, 1.321, -0.382], [1.186, 0.432, -0.549], [2.258, 0.596, -0.761], [1.074, 0.881, -1.553], [1.600, 0.216, 0.455]],
  "nbo_charge": [-0.44, 0.63, -0.77, 1.47, -0.81, 0.12, 0.25, -0.45, 0.29, 0.36, 0.35]
}


No. 11
{
  "formula": "C3H4HgLiO3",
  "method": "the ωB97M-V functional and the def2-TZVPD basis",
  "total_charge": 1,
  "total_energy_ev": -13688.266,
  "lumo_energy_ev": -4.5158,
  "homo_lumo_gap_ev": 7.35,
  "e_homo_ev": -11.9,
  "mol_weight_g_mol": 295.6,
  "species": ["O", "C", "C", "O", "C", "O", "Li", "Hg", "H", "H", "H", "H"],
  "coordinates": [[-1.701, 0.420, 0.314], [-1.231, -0.859, -0.159], [0.204, -0.743, -0.689], [3.646, 0.777, 0.637], [2.822, 1.600, 0.706], [1.702, 1.945, 0.553], [-3.292, 0.721, 1.000], [-0.095, 1.297, -0.152], [-1.922, -1.213, -0.945], [-1.289, -1.577, 0.680], [0.291, -0.914, -1.772], [0.866, -1.453, -0.173]],
  "nbo_charge": [-1.11, -0.14, -0.95, -0.41, 1.05, -0.66, 0.99, 1.39, 0.19, 0.19, 0.23, 0.24]
}


No. 12
{
  "formula": "C3H4HgO2",
  "method": "the ωB97M-V functional and the def2-TZVPD basis",
  "total_energy_ev": -11440.244,
  "lumo_energy_ev": -0.3493,
  "homo_lumo_gap_ev": 8.60,
  "e_homo_ev": -9.0,
  "mol_weight_g_mol": 272.7,
  "species": ["C", "C", "O", "C", "O", "H", "H", "H", "Hg", "H"],
  "coordinates": [[1.002, -1.039, -0.287], [-0.260, -1.057, -0.710], [-1.038, 0.129, -0.678], [-1.798, 0.358, 0.361], [-1.230, 1.356, 1.004], [1.321, -2.051, 0.002], [-0.869, -1.922, -0.990], [-1.787, 1.608, 1.749], [2.051, 0.647, 0.223], [2.609, 1.972, -0.673]],
  "nbo_charge": [-0.80, 0.09, -0.59, 0.43, -0.68, 0.22, 0.19, 0.50, 1.06, -0.43]
}


No. 13
{
  "formula": "C3H4HgO3",
  "method": "the ωB97M-V functional and the def2-TZVPD basis",
  "total_charge": -1,
  "total_energy_ev": -13491.359,
  "lumo_energy_ev": [4.0965, 2.8016],
  "homo_lumo_gap_ev": [7.01, 6.83],
  "spin_multiplicity": 2,
  "s_squared": 0.756,
  "e_homo_ev": [-2.9, -4.0],
  "mol_weight_g_mol": 288.7,
  "species": ["O", "C", "O", "C", "C", "O", "Hg", "H", "H", "H", "H"],
  "coordinates": [[-0.787, 1.448, -0.360], [-1.191, 0.351, 0.180], [-2.324, -0.127, 0.070], [1.819, -1.063, -0.712], [0.727, -1.706, -0.040], [-0.218, -0.319, 0.846], [1.123, 1.317, 0.281], [2.821, -1.338, -0.362], [1.729, -0.972, -1.803], [0.981, -2.310, 0.837], [-0.085, -2.135, -0.641]],
  "lowdin_spin": [0.13, 0.03, 0.01, 0.09, 0.04, 0.10, 0.61, 0.00, 0.00, 0.00, 0.00]
}


No. 14
{
  "formula": "C3H4I2",
  "method": "the ωB97M-V functional and the def2-TZVPD basis",
  "total_energy_ev": -19375.231,
  "lumo_energy_ev": -0.4725,
  "homo_lumo_gap_ev": 8.85,
  "e_homo_ev": -9.3,
  "mol_weight_g_mol": 293.9,
  "species": ["C", "C", "C", "I", "I", "H", "H", "H", "H"],
  "coordinates": [[1.403, -0.086, 0.444], [0.251, -0.494, 0.103], [-0.939, 0.367, -0.207], [-2.767, -0.500, 0.442], [-0.966, 0.681, -2.438], [2.166, -0.836, 0.618], [1.546, 0.962, 0.628], [0.159, -1.566, -0.111], [-0.852, 1.472, 0.522]],
  "nbo_charge": [-0.36, -0.29, -0.55, 0.18, 0.13, 0.22, 0.20, 0.21, 0.27]
}


No. 15
{
  "formula": "C3H4I2O2S",
  "method": "the ωB97M-V functional and the def2-TZVPD basis",
  "total_energy_ev": -34305.313,
  "lumo_energy_ev": -0.6781,
  "homo_lumo_gap_ev": 8.94,
  "e_homo_ev": -9.6,
  "mol_weight_g_mol": 357.9,
  "species": ["C", "C", "C", "O", "O", "S", "I", "I", "H", "H", "H", "H"],
  "coordinates": [[1.006, -0.431, -0.399], [-0.907, 0.698, 0.083], [0.511, 0.697, 0.515], [-1.160, -1.264, -1.819], [-0.995, -2.006, 0.508], [-0.687, -1.001, -0.502], [1.561, 2.569, 0.328], [0.664, 0.000, 2.603], [1.151, -0.086, -1.369], [1.602, -1.260, -0.018], [-1.695, 0.611, 0.825], [-1.050, 1.474, -0.755]],
  "nbo_charge": [-0.73, -0.77, -0.28, -0.92, -0.91, 2.16, 0.21, 0.17, 0.25, 0.27, 0.27, 0.27]
}


No. 16
{
  "formula": "C3H4INO",
  "method": "the ωB97M-V functional and the def2-TZVPD basis",
  "total_energy_ev": -14811.527,
  "lumo_energy_ev": 0.2266,
  "homo_lumo_gap_ev": 9.92,
  "e_homo_ev": -9.7,
  "mol_weight_g_mol": 197.0,
  "smiles": "O=CN1C[C@@H]1I",
  "species": ["C", "C", "C", "N", "O", "I", "H", "H", "H", "H"],
  "coordinates": [[-0.810, 1.565, -0.213], [-0.222, -1.084, 0.654], [0.650, -0.523, -0.404], [-0.320, 0.286, 0.094], [-1.745, 2.190, 0.172], [2.750, -0.206, -0.063], [-0.003, 1.825, -1.030], [-1.060, -1.853, 0.580], [0.036, -1.166, 1.633], [0.723, -1.034, -1.423]],
  "nbo_charge": [0.57, -0.21, -0.15, -0.48, -0.53, 0.04, 0.11, 0.21, 0.20, 0.23]
}


No. 17
{
  "formula": "C3H4INO",
  "method": "the ωB97M-V functional and the def2-TZVPD basis",
  "total_energy_ev": -14810.108,
  "lumo_energy_ev": [-1.5039, -1.5033],
  "homo_lumo_gap_ev": [6.55, 6.55],
  "e_homo_ev": [-8.1, -8.0],
  "mol_weight_g_mol": 197.0,
  "species": ["C", "C", "C", "N", "O", "I", "H", "H", "H", "H"],
  "coordinates": [[-0.368, 0.110, 0.115], [2.531, -0.860, -0.057], [-1.876, 0.349, -0.152], [0.163, -0.975, 0.177], [3.070, -1.873, -0.219], [3.108, 1.172, 0.190], [0.203, 0.969, 0.333], [-2.340, 1.365, -0.118], [-2.234, -0.066, 0.772], [-2.256, -0.191, -1.043]],
  "nbo_charge": [0.01, 0.48, -0.67, -0.35, -0.47, 0.12, 0.18, 0.23, 0.23, 0.24]
}


No. 18
{
  "formula": "C3H4INO2",
  "method": "the ωB97M-V functional and the def2-TZVPD basis",
  "total_energy_ev": -16857.133,
  "lumo_energy_ev": [-0.6139, 0.0584],
  "homo_lumo_gap_ev": [7.72, 8.08],
  "e_homo_ev": [-8.3, -8.0],
  "mol_weight_g_mol": 213.0,
  "species": ["C", "C", "C", "N", "O", "O", "I", "H", "H", "H", "H"],
  "coordinates": [[-0.476, 1.190, -0.155], [-1.821, -0.756, -0.267], [1.436, -0.637, 0.343], [0.677, 0.542, 0.299], [-0.569, 2.346, 0.161], [-1.476, 0.460, -0.704], [3.497, -0.582, -0.010], [-2.530, -1.144, -0.936], [-0.928, -1.149, 0.407], [1.035, -1.582, 0.146], [1.154, 1.312, 0.714]],
  "nbo_charge": [0.89, -0.07, -0.18, -0.68, -0.57, -0.49, 0.15, 0.19, 0.16, 0.19, 0.42]
}


No. 19
{
  "formula": "C3H4IO3",
  "method": "the ωB97M-V functional and the def2-TZVPD basis",
  "total_charge": -1,
  "total_energy_ev": -17417.067,
  "lumo_energy_ev": [3.6395, 3.3079],
  "homo_lumo_gap_ev": [4.95, 7.47],
  "spin_multiplicity": 3,
  "s_squared": 2.009,
  "e_homo_ev": [-1.3, -4.2],
  "mol_weight_g_mol": 215.0,
  "species": ["C", "C", "C", "O", "O", "O", "I", "H", "H", "H", "H"],
  "coordinates": [[-1.505, 2.094, -1.643], [0.841, -1.323, 1.507], [1.007, -0.683, 0.126], [-1.028, 1.369, -2.420], [-2.177, 2.992, -1.254], [-0.154, -1.102, -0.515], [0.520, 1.943, 0.388], [-0.128, -1.237, 1.789], [1.079, -2.300, 1.241], [1.595, -0.862, 2.246], [-0.050, -0.890, -1.465]],
  "lowdin_spin": [0.01, 0.15, 1.22, 0.00, 0.01, 0.24, 0.31, 0.02, 0.02, 0.00, 0.01]
}


No. 20
{
  "formula": "C3H4IrO5",
  "method": "the ωB97M-V functional and the def2-TZVPD basis",
  "total_charge": 1,
  "total_energy_ev": -16237.311,
  "lumo_energy_ev": [-4.5113, -9.5323],
  "homo_lumo_gap_ev": [8.20, 3.12],
  "spin_multiplicity": 5,
  "s_squared": 6.012,
  "e_homo_ev": [-12.7, -12.6],
  "mol_weight_g_mol": 312.3,
  "species": ["C", "C", "O", "C", "O", "O", "O", "H", "H", "H", "O", "H", "Ir"],
  "coordinates": [[-2.087, -0.354, 0.527], [-1.925, 0.324, -0.616], [-0.853, 1.083, -1.050], [0.370, 0.608, -1.370], [1.251, 1.033, -0.563], [0.542, -0.171, -2.307], [-1.204, -0.572, 1.515], [-3.085, -0.753, 0.723], [-2.750, 0.376, -1.323], [-0.301, -0.603, 1.107], [3.590, -0.351, 1.523], [3.820, -1.272, 1.399], [2.633, 0.651, 0.435]],
  "lowdin_spin": [0.00, 0.01, 0.02, 0.04, 0.44, 0.10, 0.01, 0.00, 0.00, 0.00, 0.55, 0.03, 2.78]
}